The following is a DFT calculation (the ωB97M-V functional and the def2-TZVPD basis) of a molecular structure, C2H4Br4N in a non-equilibrium geometry.

Output
energy	-10429.06508	hartree
ΔE to the lowest compared entry with this formula, charge and spin	0.000	eV
charge	+1
frontier orbital gap	0.3521	hartree

```
11
C2H4Br4N (the ωB97M-V functional and the def2-TZVPD basis)
H 0.95844 -0.17805 0.71688
C -0.93532 0.85200 0.61409
C -2.64513 -0.22089 0.05654
H 0.50988 0.25377 -0.88830
Br -4.25475 0.63675 0.74760
Br -2.63728 -0.04907 -1.89026
H -0.38188 -1.09570 0.14168
N 0.12830 -0.08165 0.08839
Br -0.82171 2.46898 -0.27483
H -1.06255 0.74327 1.77332
Br -2.30143 -1.98059 0.72480
```

From a Mulliken analysis of the wavefunction, the atomic charges in e read: 0.37, -0.33, -0.15, 0.41, 0.10, 0.09, 0.25, -0.28, 0.08, 0.42, 0.03